An isolated molecule of C8H8N2S, computed with wB97M-V/def2-TZVPD.

Last column: Mulliken charge in e.
Geometry (Å):
1 N 0.710377 -2.712111 1.418619  -0.50
2 S 1.074443 -1.374658 -0.116038  0.20
3 N 2.132642 -1.880349 -1.140104  -0.58
4 C 2.010411 -0.192955 0.656903  -0.10
5 C 1.331387 0.974684 0.981514  -0.77
6 C 0.028048 1.034308 0.443340  0.49
7 C -1.035254 1.983443 0.472542  -0.41
8 C -2.194967 1.760980 -0.242916  -0.63
9 C -2.338506 0.629012 -1.049847  -0.48
10 C -1.361019 -0.428580 -0.960636  -0.44
11 C -0.313330 -0.210640 -0.171039  0.37
12 H 1.681764 -2.931914 1.655056  0.18
13 H 1.918123 -2.600219 -1.716523  0.19
14 H 3.077080 -0.402962 0.732791  0.43
15 H 1.863752 1.788071 1.366295  0.47
16 H -0.857024 2.863102 1.127949  0.34
17 H -2.926265 2.465681 -0.338667  0.46
18 H -3.233264 0.569384 -1.623437  0.38
19 H -1.568398 -1.334277 -1.495802  0.40

Forces on the atoms, in the same order (eV/Å):
N -0.9 2.5 -2.7
S 1.1 -3.8 3.7
N 0.1 3.6 1.4
C -0.1 3.3 1.3
C 2.6 -2.8 -1.1
C -3.6 -1.0 -0.6
C 2.5 -0.1 1.4
C 1.7 -2.2 -1.1
C 1.4 -0.5 1.4
C -3.5 1.5 -0.9
C 1.9 0.2 -0.3
H 0.5 0.3 -0.5
H -1.3 -2.9 -1.9
H -0.4 0.1 0.3
H 0.5 1.1 0.8
H -0.4 -0.4 -0.8
H -1.8 1.9 0.2
H -0.3 -0.4 -0.5
H 0.3 -0.4 -0.1

The energy above the lowest of the compared OMol25 structures with the same formula, charge and spin is 748.26 kJ/mol. As for the SMILES: N=S1(=N)C=Cc2ccccc21. As for the HOMO energy: -7.94 eV.

---

An isolated molecule of C8H8N4O2, computed with wB97M-V/def2-TZVPD.

Last column: Mulliken charge in e.
Geometry (Å):
1 C -1.662785 -0.431948 1.409370  -0.73
2 C -2.340105 0.247880 0.544661  -0.13
3 C -2.468362 -0.075452 -0.832560  -0.27
4 C -1.436044 -0.505502 -1.638672  -0.48
5 N -0.116335 -0.594875 -1.201668  -0.38
6 C 0.540258 0.309548 -0.621072  0.24
7 N 1.926465 0.213430 -0.421757  0.20
8 C 2.755018 1.127902 0.094439  -0.42
9 C 4.022576 0.539388 0.078070  -0.40
10 N 3.958910 -0.760633 -0.460157  -0.59
11 C 2.685743 -0.858337 -0.693568  0.09
12 N 0.072193 1.682945 -0.359417  1.09
13 O -0.123661 2.362093 -1.317108  -0.57
14 O -0.010617 2.090284 0.819184  -0.52
15 H -1.102064 -1.278721 1.037491  0.31
16 H -1.903117 -0.239928 2.396115  0.35
17 H -2.925527 1.154853 0.896286  0.27
18 H -3.375124 0.096456 -1.345478  0.39
19 H -1.576131 -1.028047 -2.550380  0.44
20 H 2.395171 1.971403 0.508725  0.53
21 H 4.852746 1.003651 0.669858  0.31
22 H 2.214883 -1.884100 -1.002401  0.30

Forces on the atoms, in the same order (eV/Å):
C 0.4 -1.6 -0.5
C -2.3 3.0 0.0
C 2.7 -0.6 -2.9
C -1.4 0.6 2.7
N 1.1 0.6 0.6
C 0.2 -1.4 -1.5
N -1.7 -0.6 0.0
C 3.8 -1.7 -0.2
C -0.7 1.3 1.2
N -0.6 2.0 1.0
C -0.7 -5.4 -1.7
N -0.1 1.5 2.8
O -0.3 0.4 -1.1
O 0.3 -1.2 -1.8
H 0.1 -0.2 0.6
H 0.6 0.2 2.1
H 0.5 -1.3 -0.4
H -1.2 -0.2 -0.2
H -0.3 0.1 -1.0
H -0.8 2.8 1.2
H -0.5 -0.8 -1.3
H 0.8 2.5 0.3

The energy above the lowest of the compared OMol25 structures with the same formula, charge and spin is 647.74 kJ/mol. As for the SMILES: C=C/C=C\N=C(\n1ccnc1)[N+](=O)[O-]. As for the HOMO energy: -8.88 eV.

---

A cluster of 2 separate species, C8H8N4O3 in total, computed with wB97M-V/def2-TZVPD.

Last column: Löwdin spin population.
Geometry (Å):
1 C -2.450747 1.403445 -0.019796  -0.01
2 C -3.533770 -0.382349 -0.444597  0.00
3 C -1.561949 0.371932 -0.196824  0.01
4 C 2.513798 -0.432732 -0.947133  0.07
5 C 2.158974 0.908902 -0.730363  0.22
6 C 1.536804 -1.384033 -0.832002  0.22
7 C 0.879002 1.255135 -0.377087  0.15
8 C -0.120194 0.231561 -0.183365  -0.03
9 N -2.304296 -0.765515 -0.467652  0.00
10 N 0.282675 -1.047111 -0.537190  0.08
11 N 0.176873 0.031089 2.116376  0.80
12 N 0.642945 2.621463 -0.067684  0.13
13 O -0.286789 2.898333 0.673277  0.13
14 O 1.405010 3.448097 -0.541779  0.14
15 O -3.694868 0.912920 -0.178143  0.00
16 H -2.337129 2.436125 0.228633  0.00
17 H -4.391934 -1.001625 -0.614771  0.00
18 H 3.526515 -0.699001 -1.188059  0.00
19 H 2.893874 1.694133 -0.825365  0.01
20 H 1.736000 -2.429730 -1.006047  0.01
21 H -0.461293 -1.734628 -0.457771  0.00
22 H 0.231243 1.024781 2.323419  0.03
23 H -0.756693 -0.253818 2.405837  0.03

Forces on the atoms, in the same order (eV/Å):
C 1.1 -0.3 0.1
C 0.5 -0.7 -0.1
C -1.3 0.7 0.5
C -0.6 1.8 0.4
C 2.8 -1.6 -1.0
C 1.4 -1.5 -0.4
C -2.6 0.6 1.3
C 1.9 -0.5 -1.9
N -0.4 -0.3 0.0
N -2.0 2.3 1.1
N 0.5 -0.4 0.3
N 0.6 -2.2 -1.1
O -1.9 0.5 1.4
O 0.9 0.9 -0.4
O -0.4 0.2 -0.1
H 0.0 0.2 0.0
H -0.3 0.1 0.0
H 0.1 -0.1 -0.1
H -0.1 0.0 0.0
H -0.1 0.0 0.0
H 0.2 0.0 -0.2
H -0.1 0.4 0.1
H -0.3 0.1 0.1

The energy above the lowest of the compared OMol25 structures with the same formula, charge and spin is 171.03 kJ/mol. As for the expectation value of S²: 2.05. As for the HOMO energy (spin up / spin down): -5.60 / -9.16 eV. Its spin multiplicity is 3.

---

An isolated molecule of C8H8N4S, computed with wB97M-V/def2-TZVPD.

Last column: Mulliken charge in e.
Geometry (Å):
1 C 4.607635 -0.290914 -0.368018  -0.43
2 C -3.382503 -1.815674 0.258425  -0.13
3 C 3.462476 0.363603 -0.710883  -0.27
4 C -3.415405 -0.421761 0.530426  -0.32
5 C 2.983909 -1.621374 0.114406  0.02
6 C -1.547659 -1.041225 -0.533092  0.19
7 C 1.054663 -0.320073 -0.551740  -0.32
8 C -1.774694 1.266626 0.156168  -0.35
9 N 4.258662 -1.562386 0.193342  -0.55
10 N -2.363451 -2.236359 -0.366145  -0.67
11 N 2.374733 -0.478958 -0.433137  0.32
12 N -2.255515 0.048887 0.118881  0.06
13 S 0.040941 -1.303061 0.323305  -0.11
14 H 5.739261 -0.024971 -0.360260  0.30
15 H -4.319987 -2.385203 0.647323  0.26
16 H 3.281061 1.306210 -1.144867  0.46
17 H -4.079640 0.101600 1.151894  0.38
18 H 2.286650 -2.463196 0.369379  0.31
19 H -1.321403 -0.974385 -1.640199  0.34
20 H -0.763461 1.521386 0.095820  0.22
21 H -2.525536 1.932961 0.461854  0.28

Forces on the atoms, in the same order (eV/Å):
C 0.8 -0.3 0.9
C -3.8 0.2 1.7
C 0.6 -0.4 -0.4
C -0.7 -1.5 0.0
C -1.1 -1.0 0.6
C 0.8 -1.8 -1.2
C -0.5 1.5 -1.2
C -1.5 -0.4 0.4
N 0.2 0.6 -0.7
N 1.3 -0.5 -0.3
N 1.4 -1.3 1.4
N 1.6 1.6 -1.2
S 0.3 -1.0 0.1
H -2.6 -0.2 -0.3
H 2.1 0.3 -1.1
H -0.1 0.8 -0.3
H -0.6 0.7 0.5
H 1.2 0.8 -0.1
H -0.3 0.8 1.4
H 1.2 0.0 -0.6
H -0.4 1.3 0.6

The energy above the lowest of the compared OMol25 structures with the same formula, charge and spin is 514.82 kJ/mol. As for the HOMO energy: -7.37 eV.

---

An isolated molecule of C8H8N4S, computed with wB97M-V/def2-TZVPD.

Last column: Mulliken charge in e.
Geometry (Å):
1 C -1.513104 -3.368660 1.058453  -1.23
2 C -0.849412 -1.945912 0.487602  0.43
3 C -0.844881 -1.605809 -0.830664  -0.41
4 C -0.194596 -0.437562 -1.311849  -0.19
5 C 0.396926 0.345994 -0.448670  0.23
6 N 1.228930 1.347577 -1.178145  -0.13
7 C 1.374372 2.635923 -0.928720  0.47
8 N 1.771785 3.693945 -1.637094  -0.29
9 N 1.680035 4.810035 -0.969148  -0.30
10 N 1.205204 4.760070 0.159082  -0.09
11 S 0.790391 3.151121 0.671226  0.03
12 C 0.280225 0.156575 1.018876  -0.31
13 C -0.566328 -0.927587 1.368178  -0.56
14 H -1.001346 -3.636355 2.043304  0.33
15 H -1.276716 -4.202474 0.476174  0.41
16 H -2.595881 -3.320491 1.593996  0.28
17 H -1.252756 -2.340461 -1.588632  0.28
18 H -0.438662 -0.150700 -2.425017  0.26
19 H 2.068217 0.955378 -1.835913  0.33
20 H 0.385867 1.114670 1.788892  0.16
21 H -0.648272 -1.035276 2.488069  0.29

Forces on the atoms, in the same order (eV/Å):
C -0.1 3.2 3.7
C -3.0 -2.6 1.2
C 0.2 -1.3 -2.3
C -3.8 -2.9 -3.4
C 3.2 3.4 2.6
N 3.1 -2.6 -2.4
C -1.5 2.3 2.6
N 0.5 -3.7 -1.2
N 0.3 1.0 -0.4
N -1.1 0.6 2.8
S 0.9 1.6 -1.8
C -2.0 2.1 -0.9
C 3.1 1.4 2.8
H 0.1 0.7 -1.2
H -0.4 -1.1 -1.4
H 2.0 0.1 -2.4
H 0.4 1.0 0.9
H 1.3 -0.6 2.3
H -3.2 0.9 2.0
H 0.2 -3.2 -2.1
H -0.4 -0.2 -1.3

The energy above the lowest of the compared OMol25 structures with the same formula, charge and spin is 416.91 kJ/mol. As for the SMILES: Cc1ccc(Nc2nnns2)cc1. As for the HOMO energy: -9.09 eV.

---

The ion C8H8N7 with charge +1, computed with wB97M-V/def2-TZVPD.

Last column: Mulliken charge in e.
Geometry (Å):
1 H 1.388174 3.881793 -0.111552  0.24
2 N 2.000363 3.198479 0.245377  -0.57
3 C 1.903386 1.980198 0.070678  0.42
4 N 2.911559 1.113237 0.263197  -0.04
5 C 3.848761 0.392384 0.245993  0.63
6 C 4.167403 -0.875331 0.005389  -0.56
7 N 3.143829 -1.566035 -0.391475  -0.35
8 C 1.864098 -1.758193 -0.329295  -0.33
9 C 0.569915 -1.039384 -0.195638  0.59
10 N 0.016829 0.171976 -0.264196  0.35
11 C -1.393729 0.252466 -0.158789  1.03
12 C -2.295547 1.181013 -0.744175  -0.68
13 N -3.549794 0.872058 -0.381277  -0.66
14 N -3.439222 -0.217460 0.365961  0.21
15 C -2.164803 -0.662384 0.505123  -0.90
16 N 0.683272 1.344465 -0.392896  -0.44
17 H 5.209278 -1.231246 -0.027888  0.36
18 H 1.641386 -2.848292 -0.435245  0.31
19 H -0.233097 -1.750708 0.036842  0.02
20 H -2.452712 1.988570 -1.503697  0.42
21 H -4.347099 -0.717662 0.725049  0.31
22 H -1.851333 -1.564997 0.906959  0.48
23 H 0.009015 2.046196 -0.599481  0.18

Forces on the atoms, in the same order (eV/Å):
H -1.3 0.5 0.0
N 2.0 0.1 0.0
C -1.9 -0.4 -0.1
N 1.5 -0.2 0.9
C -3.3 2.2 0.0
C 2.9 -1.3 -0.7
N -0.7 -1.7 0.6
C -0.8 -0.1 -0.4
C 0.4 -0.2 0.5
N 2.2 -2.1 0.4
C -0.6 0.9 -0.7
C -2.2 0.8 -0.6
N 1.0 -0.5 0.3
N -2.1 -2.2 1.2
C -1.2 1.7 -0.7
N 0.3 1.1 -0.8
H -0.8 0.0 0.0
H -0.3 1.0 -0.1
H 0.8 0.1 -0.6
H 1.8 -0.5 0.8
H 2.6 1.4 -1.0
H -0.1 -1.3 1.2
H -0.3 0.7 -0.1

The energy above the lowest of the compared OMol25 structures with the same formula, charge and spin is 246.79 kJ/mol. As for the SMILES: [H]/N=C1/N=C=C/N=C\C=[N+](\c2cn[nH]c2)N1. Its net charge is +1. As for the HOMO energy: -12.15 eV.